Record 1
DFT (ωB97M-V with the def2-TZVPD basis set) results for a molecular structure, C47H47NP2Ru.

XYZ file:
```
98
Properties=species:S:1:pos:R:3
Ru -1.404 -2.459 3.371
C -0.775 -4.567 3.164
C -0.046 -3.675 2.335
C -0.245 -3.612 0.830
C -1.326 -2.600 0.390
C -2.236 -2.156 1.505
C -3.019 -3.085 2.262
C -3.028 -4.566 1.953
C -1.932 -5.383 2.674
C -1.747 -0.499 3.737
H -0.241 -4.993 4.021
H 0.967 -3.421 2.664
H -0.452 -4.617 0.420
H 0.714 -3.289 0.391
H -0.821 -1.709 -0.008
H -1.925 -3.014 -0.437
H -2.661 -1.156 1.385
H -3.952 -2.700 2.693
H -2.987 -4.738 0.867
H -4.002 -4.948 2.288
H -2.397 -5.862 3.550
H -1.587 -6.208 2.025
H -1.626 -0.220 4.793
H -2.748 -0.208 3.378
H -0.996 0.034 3.129
P 3.177 3.050 -3.502
P 0.227 4.380 -3.863
C 2.105 2.610 -4.895
C 0.867 3.158 -5.033
C 4.825 3.102 -4.317
C 5.133 2.420 -5.504
C 6.427 2.480 -6.033
C 7.419 3.214 -5.381
C 7.114 3.915 -4.207
C 5.821 3.880 -3.687
C 3.240 1.467 -2.550
C 2.079 1.076 -1.849
C 2.038 -0.159 -1.199
C 3.140 -1.025 -1.265
C 4.306 -0.620 -1.923
C 4.371 0.639 -2.527
C -0.319 5.664 -5.102
C 0.695 6.378 -5.772
C 0.372 7.233 -6.826
C -0.963 7.386 -7.222
C -1.974 6.716 -6.530
C -1.659 5.887 -5.447
C -1.372 3.602 -3.402
C -2.016 4.103 -2.251
C -3.282 3.634 -1.904
C -3.905 2.651 -2.685
C -3.248 2.121 -3.798
C -1.966 2.567 -4.137
H 2.484 1.892 -5.628
H 0.236 2.923 -5.899
H 4.376 1.830 -6.018
H 6.650 1.941 -6.956
H 8.430 3.242 -5.787
H 7.888 4.487 -3.693
H 5.570 4.438 -2.782
H 1.209 1.737 -1.834
H 1.145 -0.455 -0.644
H 3.088 -2.012 -0.802
H 5.172 -1.283 -1.971
H 5.296 0.965 -3.005
H 1.738 6.233 -5.482
H 1.163 7.773 -7.347
H -1.211 8.025 -8.069
H -3.016 6.828 -6.831
H -2.458 5.388 -4.896
H -1.522 4.871 -1.653
H -3.788 4.043 -1.028
H -4.902 2.297 -2.421
H -3.727 1.358 -4.414
H -1.443 2.122 -4.982
C -5.196 -4.332 6.848
C -5.160 -3.373 5.828
C -3.937 -2.841 5.423
C -2.718 -3.311 5.979
C -2.787 -4.184 7.093
C -4.007 -4.736 7.476
N -1.519 -2.976 5.378
C -0.273 -3.083 6.011
C 0.551 -1.943 6.126
C 1.726 -2.005 6.868
C 2.144 -3.220 7.426
C 1.410 -4.387 7.191
C 0.221 -4.333 6.466
H -6.149 -4.766 7.161
H -6.077 -3.037 5.335
H -3.899 -2.074 4.644
H -1.862 -4.463 7.596
H -4.015 -5.486 8.269
H 0.222 -1.026 5.630
H 2.320 -1.100 6.997
H 3.055 -3.266 8.021
H 1.755 -5.352 7.567
H -0.362 -5.229 6.239
```

Total charge: +2
Energy above the lowest of the compared OMol25 structures with the same formula, charge and spin: 0.0 kcal/mol
Spin multiplicity: 5
Kohn-Sham gap (alpha / beta): 0.2790 / 0.1745 hartree

For reference, the Mulliken charges in units of e are: 0.02 0.14 -0.65 -0.78 -0.80 -0.69 0.36 -1.30 -1.08 -1.38 0.71 0.75 0.28 0.08 0.11 0.44 0.58 0.96 0.27 0.43 0.46 0.42 0.46 0.37 0.38 0.18 0.20 -0.51 -0.48 0.37 0.08 -0.71 -0.46 -0.59 -0.26 0.61 -0.67 -0.16 -0.43 -0.73 -0.43 0.46 -0.37 -0.60 -0.44 -0.59 -0.27 0.44 -0.45 -0.60 -0.53 -0.72 0.03 0.47 0.79 0.15 0.40 0.40 0.40 0.37 0.36 0.34 0.38 0.39 0.32 0.36 0.39 0.39 0.39 0.32 0.40 0.43 0.43 0.43 0.33 -0.48 -0.75 -0.10 0.38 -0.58 -0.76 0.41 0.65 -0.30 -0.77 -0.49 -1.14 -0.09 0.40 0.42 0.48 0.69 0.42 0.20 0.41 0.41 0.40 0.63

Record 2
DFT (ωB97M-V with the def2-TZVPD basis set) results for a molecular structure, C47H48BF10N12PTl.

XYZ file:
```
120
Properties=species:S:1:pos:R:3
Tl 0.172 -1.962 0.046
C -1.066 -5.671 -2.966
C -1.478 -4.991 -1.658
C -2.852 -5.488 -1.191
C -0.440 -5.223 -0.598
C 0.050 -6.439 -0.110
C 1.003 -6.098 0.828
N 1.080 -4.763 0.903
N 0.191 -4.221 0.024
B 2.064 -3.929 1.764
N 1.274 -2.996 2.736
C 1.549 -2.768 4.023
C 0.662 -1.829 4.509
C -0.160 -1.502 3.427
N 0.220 -2.214 2.352
C -1.419 -0.682 3.469
C -1.214 0.638 4.211
C -2.503 -1.496 4.199
N 2.966 -3.033 0.868
C 4.301 -2.938 0.915
C 4.704 -1.927 0.067
C 3.523 -1.414 -0.482
N 2.478 -2.095 0.003
C 3.406 -0.308 -1.492
C 4.151 -0.683 -2.781
C 3.999 0.981 -0.911
H -1.783 -5.434 -3.755
H -1.039 -6.756 -2.847
H -0.076 -5.340 -3.290
H -1.536 -3.918 -1.832
H -2.861 -6.579 -1.129
H -3.626 -5.183 -1.901
H -3.109 -5.086 -0.210
H -0.244 -7.435 -0.405
H 1.629 -6.722 1.449
H 2.753 -4.679 2.397
H 2.357 -3.291 4.511
H 0.616 -1.427 5.510
H -1.743 -0.477 2.445
H -0.951 0.455 5.257
H -2.142 1.212 4.199
H -0.428 1.244 3.760
H -2.242 -1.591 5.255
H -2.602 -2.507 3.800
H -3.472 -0.994 4.129
H 4.876 -3.588 1.559
H 5.713 -1.597 -0.126
H 2.347 -0.134 -1.698
H 5.230 -0.658 -2.610
H 3.917 0.029 -3.577
H 3.901 -1.689 -3.130
H 5.030 0.816 -0.588
H 3.425 1.322 -0.050
H 3.998 1.773 -1.664
N -3.222 -2.521 1.164
C -3.233 -1.777 0.049
N -4.383 -1.239 -0.330
C -4.352 -0.598 -1.495
N -5.470 -0.010 -1.918
N -3.272 -0.527 -2.316
C -2.183 -1.064 -1.834
N -2.074 -1.658 -0.636
C -0.999 -1.150 -2.761
C -1.065 -0.639 -4.041
C -0.016 -0.895 -4.912
C 1.045 -1.677 -4.488
C 1.048 -2.131 -3.182
N 0.059 -1.854 -2.335
H -4.074 -2.589 1.693
H -2.359 -2.867 1.550
H -6.283 -0.006 -1.327
H -5.469 0.488 -2.789
H -1.933 -0.068 -4.337
H -0.034 -0.497 -5.919
H 1.868 -1.917 -5.148
H 1.859 -2.734 -2.783
F 0.106 0.116 0.042
F 1.147 8.298 -4.443
C 0.710 8.333 -3.175
F 1.506 9.177 -2.496
F -0.520 8.877 -3.186
C 0.693 6.971 -2.540
C 1.121 5.859 -3.239
C 1.081 4.610 -2.622
C 0.608 4.471 -1.322
C 0.183 5.610 -0.632
C 0.229 6.854 -1.233
P 0.580 2.767 -0.611
C -1.211 2.723 -0.184
C -1.755 2.835 1.092
C -3.105 2.600 1.308
C -3.931 2.275 0.242
C -3.422 2.231 -1.046
C -2.067 2.442 -1.250
C -5.360 1.924 0.525
F -5.992 2.879 1.220
F -5.438 0.790 1.260
F -6.065 1.704 -0.602
C 1.429 3.006 1.002
C 2.397 3.986 1.201
C 3.178 3.995 2.352
C 3.005 3.013 3.309
C 2.050 2.020 3.126
C 1.278 2.013 1.979
C 3.862 2.959 4.540
F 4.489 1.767 4.640
F 4.805 3.910 4.551
F 3.128 3.101 5.660
H 1.487 5.965 -4.250
H 1.423 3.732 -3.160
H -0.186 5.520 0.384
H -0.088 7.738 -0.694
H -1.126 3.101 1.932
H -3.521 2.667 2.305
H -4.081 2.028 -1.881
H -1.660 2.376 -2.256
H 2.560 4.749 0.450
H 3.926 4.763 2.495
H 1.924 1.247 3.878
H 0.571 1.210 1.811
```

Total charge: +1
Spin multiplicity: 1
Kohn-Sham gap: 0.2661 hartree

Results of the Mulliken charge analysis, in e, for atoms 1 through 99: 2.98 -1.71 2.56 -1.68 -0.42 -1.28 -0.47 0.01 0.54 -0.36 0.12 -0.61 -1.14 -0.44 0.13 2.46 -1.22 -1.91 0.13 -0.64 -1.10 -0.72 0.33 2.55 -1.78 -1.37 0.45 0.36 0.35 -0.85 0.41 0.43 0.29 0.57 0.53 -0.13 0.55 0.58 -0.65 0.48 0.36 -0.16 0.44 0.39 0.43 0.53 0.60 -0.74 0.40 0.41 0.33 0.38 0.10 0.48 0.07 -0.11 -0.71 -0.27 -0.17 -0.61 0.60 0.29 -0.08 -0.42 -1.06 -0.98 -0.71 0.34 0.31 -0.04 0.28 0.31 0.64 0.49 0.55 0.79 -0.45 -0.29 0.77 -0.25 -0.25 0.29 -0.72 -0.37 -0.26 -0.11 -1.22 0.99 -0.09 0.34 -1.02 0.16 -0.75 -0.71 0.82 -0.29 -0.19 -0.33 -0.13

Record 3
DFT (ωB97M-V with the def2-TZVPD basis set) results for a molecular structure, C47H48ClGeN2O2P2Sc.

XYZ file:
```
104
Properties=species:S:1:pos:R:3
Sc 0.943 -0.350 -0.534
C 2.170 2.793 -0.358
P 0.545 2.526 -1.188
C -0.612 3.682 -0.395
C -0.221 4.780 0.364
C -1.173 5.644 0.885
C -2.523 5.425 0.649
C -2.923 4.321 -0.091
C -1.971 3.451 -0.599
C 0.846 3.342 -2.808
C -0.050 4.259 -3.354
C 0.190 4.835 -4.594
C 1.328 4.507 -5.312
C 2.229 3.595 -4.781
C 1.989 3.017 -3.544
C 2.208 2.103 0.964
C 2.481 2.642 2.195
C 2.428 1.572 3.127
C 2.129 0.440 2.410
C 2.116 -0.973 2.913
P 1.162 -2.024 1.766
C 1.836 -3.693 2.026
C 1.492 -4.448 3.147
C 2.062 -5.694 3.349
C 2.978 -6.198 2.433
C 3.325 -5.453 1.317
C 2.753 -4.204 1.114
C -0.517 -2.162 2.456
C -1.379 -3.096 1.875
C -2.699 -3.183 2.282
C -3.179 -2.333 3.271
C -2.332 -1.406 3.856
C -1.005 -1.322 3.453
N 1.954 0.745 1.066
H 2.404 3.854 -0.262
H 2.922 2.369 -1.030
H 0.826 4.965 0.563
H -0.858 6.493 1.479
H -3.263 6.099 1.060
H -3.975 4.125 -0.252
H -2.286 2.572 -1.152
H -0.940 4.541 -2.807
H -0.519 5.549 -4.994
H 1.514 4.958 -6.278
H 3.123 3.329 -5.329
H 2.707 2.305 -3.159
H 2.715 3.676 2.399
H 2.627 1.616 4.187
H 1.746 -1.043 3.938
H 3.129 -1.390 2.918
H 0.769 -4.063 3.856
H 1.791 -6.276 4.221
H 3.419 -7.174 2.591
H 4.034 -5.843 0.599
H 3.023 -3.626 0.240
H -1.008 -3.758 1.100
H -3.357 -3.908 1.820
H -4.215 -2.388 3.580
H -2.703 -0.731 4.616
H -0.361 -0.579 3.908
N -0.946 1.495 1.859
C -2.217 1.796 2.318
C -2.421 2.789 3.276
C -3.705 3.111 3.687
C -4.807 2.447 3.163
C -4.602 1.448 2.218
C -3.325 1.123 1.795
H -0.843 0.557 1.507
H -0.165 1.787 2.431
H -1.566 3.315 3.686
H -3.845 3.888 4.428
H -5.807 2.698 3.490
H -5.450 0.913 1.806
H -3.164 0.342 1.060
Cl -6.180 -4.439 -2.613
C -4.696 -3.663 -2.159
C -4.703 -2.309 -1.863
C -3.517 -1.696 -1.495
C -2.342 -2.434 -1.431
C -2.350 -3.790 -1.738
C -3.531 -4.414 -2.100
C -1.075 -1.786 -1.014
O 0.010 -2.411 -1.019
O -1.102 -0.559 -0.630
H -5.626 -1.750 -1.921
H -3.493 -0.643 -1.250
H -1.423 -4.347 -1.691
H -3.557 -5.468 -2.338
C 3.768 -0.976 -4.951
Ge 3.272 -1.221 -3.067
C 4.689 -0.431 -1.950
C 3.157 -3.148 -2.697
C 1.564 -0.397 -2.646
H 4.739 -1.419 -5.176
H 3.811 0.087 -5.193
H 3.019 -1.438 -5.597
H 5.599 -1.032 -1.988
H 4.378 -0.354 -0.905
H 4.939 0.575 -2.296
H 4.142 -3.592 -2.548
H 2.673 -3.658 -3.532
H 2.543 -3.333 -1.814
H 0.793 -1.032 -3.105
H 1.514 0.561 -3.168
```

Spin multiplicity: 1
Kohn-Sham gap: 0.2746 hartree

Results of the Mulliken charge analysis, in e, for atoms 1 through 99: -0.64 -0.83 0.79 0.43 -0.08 -0.84 -0.66 -0.57 -0.30 0.79 -0.76 -0.70 -0.55 -0.96 -0.21 -0.10 -1.37 -1.20 0.03 -1.36 1.53 0.58 -0.32 -0.71 -0.54 -0.58 -0.63 0.33 -0.62 -0.57 -0.73 -0.46 -0.37 1.03 0.77 0.31 0.30 0.41 0.38 0.42 0.37 0.32 0.41 0.37 0.41 0.31 0.48 0.50 0.56 0.56 0.43 0.42 0.38 0.45 0.16 0.55 0.42 0.42 0.39 0.06 1.81 -0.15 -0.26 -0.81 -0.71 -0.93 0.20 -1.44 -0.03 0.51 0.41 0.42 0.49 0.47 -0.22 0.49 -1.04 -0.02 0.12 -0.24 -1.04 0.95 -0.54 0.02 0.44 0.45 0.49 0.43 -1.24 0.69 -1.13 -0.99 -0.64 0.37 0.30 0.38 0.44 0.28 0.32

Record 4
DFT (ωB97M-V with the def2-TZVPD basis set) results for a molecular structure, C47H48N4O5P2SiTi.

XYZ file:
```
108
Properties=species:S:1:pos:R:3
Ti 13.909 13.562 11.187
O 17.795 14.915 11.369
C 16.502 14.767 11.407
O 15.869 13.983 10.654
C 15.711 15.726 12.177
O 14.506 14.968 12.601
C 14.432 14.804 14.035
C 14.270 12.062 13.665
O 14.917 11.168 14.230
O 14.246 12.211 12.314
H 18.158 14.236 10.746
H 15.344 16.593 11.638
H 16.289 16.035 13.076
H 14.126 15.793 14.413
H 15.470 14.598 14.320
C 14.267 13.157 16.517
Si 13.238 13.409 14.921
C 11.947 12.054 15.174
C 11.961 11.386 16.437
C 10.871 10.627 16.839
C 9.783 10.454 15.981
C 9.791 11.071 14.706
C 10.960 11.657 14.256
P 11.267 11.521 12.467
C 9.625 11.096 11.729
C 8.971 12.079 11.001
C 7.713 11.866 10.487
C 7.029 10.642 10.718
C 7.690 9.652 11.472
C 8.956 9.898 11.991
C 12.046 9.871 12.333
C 12.581 9.200 13.437
C 12.943 7.854 13.329
C 12.826 7.173 12.128
C 12.316 7.849 11.005
C 11.946 9.179 11.122
C 11.941 14.944 15.434
C 11.754 15.263 16.782
C 11.040 16.426 17.189
C 10.588 17.347 16.238
C 10.774 17.045 14.888
C 11.310 15.807 14.516
P 11.146 15.237 12.815
C 9.325 15.443 12.705
C 8.541 14.689 13.599
C 7.191 14.887 13.710
C 6.518 15.782 12.877
C 7.250 16.466 11.933
C 8.613 16.225 11.792
C 11.817 16.736 12.003
C 11.481 16.950 10.629
C 11.700 18.184 10.048
C 12.331 19.238 10.761
C 12.850 18.952 12.031
C 12.562 17.738 12.662
H 13.652 13.062 17.487
H 14.914 14.030 16.655
H 14.980 12.295 16.433
H 12.796 11.457 17.119
H 10.884 10.091 17.809
H 8.967 9.770 16.259
H 8.967 11.005 14.003
H 9.512 12.997 10.806
H 7.251 12.662 9.856
H 6.018 10.541 10.402
H 7.211 8.716 11.709
H 9.402 9.116 12.663
H 12.743 9.739 14.355
H 13.215 7.313 14.231
H 13.130 6.113 12.118
H 12.240 7.406 10.012
H 11.357 9.668 10.338
H 12.232 14.605 17.512
H 10.904 16.622 18.245
H 10.168 18.300 16.545
H 10.445 17.718 14.109
H 9.024 13.984 14.236
H 6.678 14.316 14.480
H 5.447 15.909 12.986
H 6.791 17.080 11.171
H 9.099 16.656 10.954
H 10.972 16.146 10.102
H 11.418 18.363 8.984
H 12.409 20.236 10.325
H 13.426 19.688 12.627
H 13.010 17.545 13.610
C 14.576 11.990 8.707
N 14.080 11.443 7.459
C 12.637 11.189 7.578
N 11.914 12.419 7.859
C 12.441 13.000 9.120
N 13.899 13.272 9.085
C 14.184 14.270 8.013
N 13.666 13.738 6.742
C 14.325 12.453 6.416
C 12.204 13.407 6.836
H 15.672 12.148 8.583
H 14.405 11.246 9.499
H 12.530 10.423 8.357
H 12.226 10.772 6.661
H 12.160 12.245 9.895
H 11.855 13.916 9.322
H 15.266 14.472 7.858
H 13.658 15.203 8.278
H 15.415 12.574 6.308
H 13.850 12.115 5.489
H 11.928 13.100 5.852
H 11.664 14.353 7.074
```

Total charge: +1
Energy above the lowest of the compared OMol25 structures with the same formula, charge and spin: 32.8 kcal/mol
Spin multiplicity: 2
Kohn-Sham gap (alpha / beta): 0.2132 / 0.2180 hartree

Results of the Mulliken charge analysis, in e, for atoms 1 through 99: 1.22 -0.44 0.43 -0.68 -0.60 0.74 -2.11 0.19 -0.62 -0.52 0.46 0.50 0.45 0.49 0.95 -1.95 2.08 0.37 -0.57 -0.97 -0.75 -1.42 0.59 1.82 0.19 0.03 -0.62 -0.81 -0.79 -0.04 1.14 -0.61 -0.99 -0.74 -0.98 -0.53 -0.10 -0.33 -0.98 -1.22 -0.31 -0.47 2.19 0.64 -0.42 -0.56 -0.67 -0.74 -0.72 0.93 -0.95 -0.66 -0.89 -0.55 -1.06 0.37 0.35 0.30 0.48 0.38 0.39 0.89 0.11 0.38 0.45 0.46 0.45 0.33 0.44 0.37 0.44 0.59 0.30 0.44 0.43 0.56 0.35 0.44 0.40 0.41 0.45 0.45 0.41 0.41 0.45 0.37 -0.60 0.04 -0.54 0.20 -1.05 0.94 -0.63 -0.07 -0.77 -0.70 0.19 0.20 0.13

no.,largest force on an atom (eV/Å)
1,2.24
2,1.98
3,0.40
4,4.09